Molecular formula: C2H8N2O6Sn
Method: DFT, ωB97M-V with the def2-TZVPD basis set

Geometry as XYZ:
```
19
Properties=species:S:1:pos:R:3:forces:R:3
Sn 1.07809 -1.36464 -1.62167 1.564 -1.790 -1.767
O 1.43515 -0.48613 -4.30760 -0.376 -0.479 2.374
H 1.23232 -1.01462 -5.08979 0.005 -0.251 0.352
O 2.33759 -3.79535 -1.03011 -0.833 2.325 -0.965
H 2.43932 -4.61582 -0.53585 -0.422 0.269 0.166
C 1.34196 0.79594 2.69425 -0.061 0.574 0.912
N 1.29058 -0.64962 2.40514 2.079 -0.069 -0.659
O 1.86627 -1.39508 3.16483 -0.803 -0.022 -0.013
O 0.84984 -0.96311 1.30901 -0.607 -0.211 0.118
H 2.07108 0.98961 3.47758 -0.096 -0.395 0.096
H 0.35240 1.04844 3.07088 0.009 0.366 -0.374
H 1.67164 1.34845 1.81928 -0.565 -0.196 -0.215
C -3.17999 1.54374 -0.99069 0.374 1.032 0.036
N -1.81484 1.24215 -0.43203 -0.891 -0.196 0.609
O -1.51372 1.67213 0.66188 -0.041 -0.207 -0.565
O -1.09270 0.61295 -1.17883 0.443 -0.233 0.002
H -3.58667 0.70996 -1.55298 0.353 -0.020 0.014
H -2.91024 2.39263 -1.62037 -0.435 -0.167 -0.440
H -3.86810 1.92837 -0.24293 0.303 -0.328 0.321
```
Forces are in eV/Å.

Results
LUMO   -0.074 hartree

Results of the natural (NBO) charge analysis, in e, for atoms 1 through 6: atom 1 (Sn): 1.556, atom 2 (O): -1.217, atom 3 (H): 0.439, atom 4 (O): -1.257, atom 5 (H): 0.452, atom 6 (C): -0.485

---

Molecular formula: C2H8N2OP2
Method: DFT, ωB97M-V with the def2-TZVPD basis set

Geometry as XYZ:
```
15
Properties=species:S:1:pos:R:3:forces:R:3
C 1.11843 0.71584 0.49834 2.081 1.522 0.281
C 0.80246 0.39611 -1.84808 3.311 0.105 0.777
N -1.16876 -1.07323 1.41470 1.208 1.697 -1.560
N 0.57009 -0.13424 -0.54967 -0.234 -0.124 2.925
O -1.78833 -1.16737 -1.10604 -0.475 -0.599 -1.205
P -1.27370 -2.45617 2.13375 -1.159 -0.567 2.483
P -1.00423 -0.46369 -0.11459 -1.819 2.843 1.004
H 2.20709 0.98988 0.35905 -1.102 -0.700 -0.238
H 0.60555 1.65997 0.56632 -0.392 0.853 -0.591
H 1.02169 0.42994 1.52847 -0.068 -1.308 0.253
H 0.37981 1.30839 -2.04001 -1.191 2.878 0.111
H 1.91966 0.53518 -2.01307 -1.347 -0.557 0.114
H 0.35494 -0.19850 -2.52914 -0.900 -2.395 -2.419
H -2.00205 -1.99758 3.43711 0.847 -0.705 -1.481
H -1.74263 1.45548 0.26289 1.238 -2.943 -0.456
```
Forces are in eV/Å.

Results
Expectation value of S²   2.013
2S+1   3
LUMO (spin up / spin down)   0.025 / -0.114 hartree

Results of the natural (NBO) charge analysis, in e, for atoms 1 through 6: atom 1 (C): -0.456, atom 2 (C): -0.400, atom 3 (N): -1.170, atom 4 (N): -0.753, atom 5 (O): -1.077, atom 6 (P): 0.689

---

Molecular formula: C2H8N2OS2
Method: DFT, ωB97M-V with the def2-TZVPD basis set

Geometry as XYZ:
```
15
Properties=species:S:1:pos:R:3:forces:R:3
N -2.04601 -2.45678 0.02617 -0.153 0.140 -0.453
C -1.36711 -1.90559 -1.06058 -0.069 -0.388 0.471
N -1.81825 -0.64656 -1.43806 0.532 0.098 -0.306
O -0.45237 -2.49298 -1.59758 -0.078 0.054 -0.194
H -1.92215 -3.45895 0.03962 0.062 0.045 0.198
H -3.01622 -2.18019 0.12084 0.216 0.020 -0.004
H -1.83162 0.00018 -0.66644 -0.371 0.138 0.266
H -1.18282 -0.27191 -2.13628 -0.144 -0.095 0.011
C 1.51255 -0.31015 0.87461 -0.128 -0.126 0.240
S 0.33480 1.06130 0.73258 0.320 0.184 -0.191
S 1.60632 2.69289 0.68408 -0.350 -0.284 0.185
H 2.41466 -0.06852 0.32214 0.029 -0.012 -0.005
H 1.06899 -1.21665 0.46164 -0.120 0.105 -0.106
H 1.72849 -0.48591 1.92695 0.170 0.034 -0.049
H 1.65422 2.89070 2.01323 0.083 0.085 -0.061
```
Forces are in eV/Å.

Results
Energy above the lowest of the compared OMol25 structures with the same formula, charge and spin   0.00 kcal per mole
LUMO   0.018 hartree

Results of the natural (NBO) charge analysis, in e, for atoms 1 through 6: atom 1 (N): -0.852, atom 2 (C): 0.774, atom 3 (N): -0.853, atom 4 (O): -0.635, atom 5 (H): 0.396, atom 6 (H): 0.385

---

Molecular formula: C2H8N2S
Method: DFT, ωB97M-V with the def2-TZVPD basis set

Geometry as XYZ:
```
13
Properties=species:S:1:pos:R:3:forces:R:3
C -1.55035 -1.84377 -0.07257 0.106 -0.991 -0.955
C -1.52355 -0.56443 0.23347 0.505 -1.078 -0.833
N 1.54013 -1.11080 -0.02136 -0.330 -3.964 -0.231
N 1.87168 1.30016 -0.53224 2.842 0.854 -0.351
S 1.39293 0.39104 0.70936 -1.237 -0.833 0.583
H 0.78465 -1.78891 -0.38992 0.467 2.562 0.648
H -1.78427 -2.61498 0.69073 0.346 0.313 -0.917
H -1.23665 -2.07270 -1.16029 -1.051 -0.271 1.913
H -1.45868 -0.13940 1.17506 -0.719 0.569 1.858
H -1.21635 0.05587 -0.54353 0.201 1.399 -1.166
H 1.99865 -1.80175 0.57440 0.654 0.726 0.083
H 1.24525 1.54167 -1.27588 -0.055 -0.226 -0.267
H 2.85823 1.01412 -0.77114 -1.730 0.941 -0.364
```
Forces are in eV/Å.

Results
Energy above the lowest of the compared OMol25 structures with the same formula, charge and spin   46.82 kcal per mole
LUMO   0.037 hartree

Results of the natural (NBO) charge analysis, in e, for atoms 1 through 6: atom 1 (C): -0.430, atom 2 (C): -0.371, atom 3 (N): -1.071, atom 4 (N): -1.023, atom 5 (S): 0.601, atom 6 (H): 0.383

---

Molecular formula: C2H8N2S2
Method: DFT, ωB97M-V with the def2-TZVPD basis set

Geometry as XYZ:
```
14
Properties=species:S:1:pos:R:3:forces:R:3
C -0.32850 0.99333 3.29098 4.340 1.639 -1.981
S -0.74601 0.94312 1.41550 0.181 -0.697 2.011
S 0.97801 1.61056 0.64843 0.502 1.028 -0.426
H -0.23345 2.07550 3.49341 -0.055 -0.596 0.071
H -1.10931 0.62087 3.78267 -3.399 -1.502 1.881
H 0.63337 0.48231 3.72441 -1.663 0.690 -1.580
H 1.52878 0.50491 0.16844 0.093 -0.583 -0.009
N -0.88119 -2.59250 -1.96618 0.588 -0.487 -1.297
C -0.26861 -1.80131 -2.92993 1.896 3.338 -1.178
N 0.99865 -1.85344 -3.39708 -4.430 -0.917 3.196
H -0.34568 -2.61247 -1.14910 0.690 -0.578 1.497
H -1.86109 -2.49986 -1.80461 -0.305 0.445 -0.030
H -0.89770 -0.81659 -3.07398 1.129 -2.026 -0.953
H 1.33351 -2.64400 -2.78770 0.432 0.248 -1.202
```
Forces are in eV/Å.

Results
Energy above the lowest of the compared OMol25 structures with the same formula, charge and spin   39.80 kcal per mole
LUMO   0.019 hartree

Results of the natural (NBO) charge analysis, in e, for atoms 1 through 6: atom 1 (C): -0.689, atom 2 (S): 0.047, atom 3 (S): -0.120, atom 4 (H): 0.217, atom 5 (H): 0.200, atom 6 (H): 0.226

---

Molecular formula: C2H8N2S2
Method: DFT, ωB97M-V with the def2-TZVPD basis set

Geometry as XYZ:
```
14
Properties=species:S:1:pos:R:3:forces:R:3
C -0.93827 -0.65833 0.91905 1.566 -1.234 1.464
C 0.97161 0.09557 -0.55328 -1.500 1.578 -2.396
N -1.33682 0.69493 -1.07177 2.902 -0.261 -1.454
N -0.53866 -0.27211 -0.46932 2.613 0.144 1.355
S 1.80653 -1.36333 0.00285 1.477 -0.016 0.139
S 1.47990 1.77665 0.14553 -0.355 -1.162 -0.582
H -1.91907 -0.29278 1.18433 -0.201 0.561 -0.120
H -1.08422 -1.78808 0.92249 0.529 1.300 0.258
H -0.16886 -0.37412 1.87807 -1.954 -0.612 -2.943
H 1.26936 0.32397 -1.65457 -1.068 -0.843 1.708
H -1.99642 1.06566 -0.50794 -2.325 1.519 2.432
H -1.75656 0.31616 -1.86842 -0.756 -0.729 -1.285
H 3.07250 -0.88002 -0.26129 -0.895 -0.371 0.246
H 1.13899 1.35583 1.33428 -0.034 0.125 1.178
```
Forces are in eV/Å.

Results
Energy above the lowest of the compared OMol25 structures with the same formula, charge and spin   61.02 kcal per mole
LUMO   0.029 hartree

Results of the natural (NBO) charge analysis, in e, for atoms 1 through 6: atom 1 (C): -0.462, atom 2 (C): -0.316, atom 3 (N): -0.651, atom 4 (N): -0.316, atom 5 (S): 0.006, atom 6 (S): -0.052

---

Molecular formula: C2H8N2S2
Method: DFT, ωB97M-V with the def2-TZVPD basis set

Geometry as XYZ:
```
14
Properties=species:S:1:pos:R:3:forces:R:3
C -0.16972 -0.92182 -0.78309 -2.073 -0.954 0.723
C -1.61710 0.26106 0.80721 -3.528 5.068 1.220
N -0.60751 -1.64766 1.44119 1.045 -5.088 2.634
N -0.91920 -0.80060 0.54029 3.581 -2.160 -6.431
S -1.81046 1.57202 -0.35102 1.203 0.178 1.269
S 2.81713 1.31437 -0.95365 2.222 3.138 -2.264
H 0.79170 -1.31878 -0.46163 0.050 -0.220 -0.656
H -0.82261 -1.62092 -1.44008 1.504 0.949 0.830
H -0.08284 0.05196 -1.25504 0.100 -0.196 -0.064
H -2.17380 0.28254 1.73433 0.085 -0.039 -0.089
H -0.30497 -2.62586 0.96718 -0.780 2.855 1.074
H 3.19081 2.46135 -0.20727 -0.458 -1.425 -0.926
H -0.56135 2.19413 -0.05422 -1.173 -0.407 -0.547
H 2.26991 0.79822 0.01579 -1.778 -1.697 3.226
```
Forces are in eV/Å.

Results
Expectation value of S²   2.008
2S+1   3
Energy above the lowest of the compared OMol25 structures with the same formula, charge and spin   1.18 kcal per mole
LUMO (spin up / spin down)   0.021 / -0.036 hartree

Results of the natural (NBO) charge analysis, in e, for atoms 1 through 6: atom 1 (C): -0.454, atom 2 (C): -0.154, atom 3 (N): -0.346, atom 4 (N): -0.295, atom 5 (S): -0.028, atom 6 (S): -0.266

---

Molecular formula: C2H8N3
Method: DFT, ωB97M-V with the def2-TZVPD basis set

Geometry as XYZ:
```
13
Properties=species:S:1:pos:R:3:forces:R:3
C 1.69978 0.25371 -0.34962 -0.653 1.682 -0.416
N 0.68371 -0.65042 0.10561 1.051 -0.852 -0.293
C -0.58262 -0.23694 0.45493 1.254 0.857 0.663
N -1.63060 -1.09518 0.36344 -1.666 -1.394 -0.139
N -0.82387 1.12542 0.35344 -2.644 1.108 0.018
H 1.50829 0.61033 -1.37147 0.247 -0.253 -0.104
H 1.68168 1.19264 0.23070 0.003 -0.336 0.205
H 2.72842 -0.05937 -0.28052 0.078 -0.818 0.093
H 0.90182 -1.63023 0.07503 -0.245 0.065 0.133
H -1.59700 -2.00797 -0.13083 0.182 1.058 0.082
H -2.55299 -0.66381 0.43002 0.470 -0.446 -0.120
H -1.83798 1.38140 0.17928 1.808 -0.415 0.115
H -0.17865 1.78042 -0.06001 0.116 -0.256 -0.238
```
Forces are in eV/Å.

Results
Expectation value of S²   0.755
2S+1   2
Energy above the lowest of the compared OMol25 structures with the same formula, charge and spin   4.81 kcal per mole
LUMO (spin up / spin down)   0.044 / 0.032 hartree

Results of the natural (NBO) charge analysis, in e, for atoms 1 through 6: atom 1 (C): -0.418, atom 2 (N): -0.643, atom 3 (C): 0.384, atom 4 (N): -0.882, atom 5 (N): -0.876, atom 6 (H): 0.177

---

Molecular formula: C2H8N3
Method: DFT, ωB97M-V with the def2-TZVPD basis set

Geometry as XYZ:
```
13
Properties=species:S:1:pos:R:3:forces:R:3
C -0.86613 0.95318 0.31843 -0.121 -0.231 0.421
C -0.83347 -1.64449 -1.23149 -0.922 1.376 3.264
N -0.35840 -0.41382 0.30208 -2.867 -1.703 -1.684
N 0.42759 0.61131 -0.14903 2.848 -0.989 -0.382
N 1.63840 0.70055 0.88127 -3.815 1.991 2.331
H -1.38236 1.27521 -0.55605 -0.902 0.450 -0.200
H -1.03316 1.50646 1.23893 0.009 -0.378 0.110
H 0.19873 -1.96551 -0.91316 -1.654 -0.678 -1.519
H -1.87793 -2.17390 -0.99540 2.964 0.729 0.244
H -1.08035 -1.01209 -2.08963 1.058 0.075 0.157
H 2.36051 0.79250 0.26042 2.816 0.172 -1.596
H 1.73871 -0.05760 1.59643 -0.385 0.482 -0.900
H 1.41634 1.63052 1.33686 0.973 -1.295 -0.247
```
Forces are in eV/Å.

Results
Net charge   +1
Energy above the lowest of the compared OMol25 structures with the same formula, charge and spin   170.17 kcal per mole
LUMO   -0.145 hartree

Results of the natural (NBO) charge analysis, in e, for atoms 1 through 6: atom 1 (C): -0.127, atom 2 (C): -0.321, atom 3 (N): -0.316, atom 4 (N): -0.099, atom 5 (N): -0.592, atom 6 (H): 0.216

---

Molecular formula: C2H8N3O
Method: DFT, ωB97M-V with the def2-TZVPD basis set

Geometry as XYZ:
```
14
Properties=species:S:1:pos:R:3:forces:R:3
C -0.87542 -1.02017 -0.64858 -0.304 2.475 -1.547
C -0.62718 -0.56556 0.67993 1.448 -1.614 2.575
N 2.43030 -0.44050 -0.29684 -0.398 -0.167 0.138
N -0.56455 0.64077 1.09003 -0.381 -0.273 -0.589
N -0.93654 1.62407 0.26366 -1.489 0.173 -0.931
O 2.57954 0.73639 -0.41900 -0.012 0.292 0.019
H -0.86357 -0.15043 -1.36823 -0.853 -1.546 0.359
H -0.12203 -1.63943 -0.99688 2.372 -1.033 -0.263
H -1.61443 -1.78146 -0.66493 -1.789 0.053 -0.238
H -0.38221 -1.33377 1.41950 -0.167 0.439 0.016
H -0.38188 0.92136 2.06710 -0.077 -0.417 -0.708
H -1.20655 1.43818 -0.69474 0.195 -0.329 0.617
H -0.59636 2.50958 0.41625 1.102 2.078 0.686
H 3.16089 -0.93903 -0.84728 0.352 -0.132 -0.134
```
Forces are in eV/Å.

Results
Net charge   +1
Energy above the lowest of the compared OMol25 structures with the same formula, charge and spin   142.38 kcal per mole
LUMO   -0.149 hartree

Results of the natural (NBO) charge analysis, in e, for atoms 1 through 6: atom 1 (C): -0.716, atom 2 (C): 0.220, atom 3 (N): -0.038, atom 4 (N): -0.224, atom 5 (N): -0.615, atom 6 (O): -0.231

---

Molecular formula: C2H8N3O
Method: DFT, ωB97M-V with the def2-TZVPD basis set

Geometry as XYZ:
```
14
Properties=species:S:1:pos:R:3:forces:R:3
N 0.03563 -0.35830 1.32930 0.133 0.488 -1.089
C -1.14843 0.17291 1.25304 -1.439 1.021 0.966
N -2.24663 -0.29244 1.84349 -0.378 2.554 -1.447
H 0.05189 -1.28150 1.66711 0.748 -1.299 0.790
H 0.85101 0.06453 0.83541 -0.920 -0.466 1.134
H -1.22988 1.15352 0.74164 -0.155 -0.742 0.305
H -3.08315 0.33980 1.76600 1.072 -1.175 0.205
H -2.31553 -1.03480 2.50873 0.240 -0.602 0.261
C 1.44463 0.19740 -1.35133 3.052 3.933 5.749
N 1.94479 0.39884 -2.65567 -1.280 -1.356 0.350
O 1.87684 0.71733 -0.30575 -1.508 -2.211 -4.713
H 0.53272 -0.40244 -1.32940 -0.526 -0.709 -0.462
H 2.03472 -0.51232 -3.07125 1.364 -1.116 -0.957
H 1.25139 0.83747 -3.23131 -0.402 1.681 -1.091
```
Forces are in eV/Å.

Results
Expectation value of S²   0.755
2S+1   2
Net charge   +2
Energy above the lowest of the compared OMol25 structures with the same formula, charge and spin   42.12 kcal per mole
LUMO (spin up / spin down)   -0.371 / -0.540 hartree

Results of the natural (NBO) charge analysis, in e, for atoms 1 through 6: atom 1 (N): -0.717, atom 2 (C): 0.388, atom 3 (N): -0.699, atom 4 (H): 0.425, atom 5 (H): 0.435, atom 6 (H): 0.230

---

Molecular formula: C2H8N3O2
Method: DFT, ωB97M-V with the def2-TZVPD basis set

Geometry as XYZ:
```
15
Properties=species:S:1:pos:R:3:forces:R:3
C 0.09981 -1.87368 1.55296 -4.784 3.810 -1.885
C 0.24031 -1.37225 0.11275 3.460 -0.101 1.248
N 0.43030 0.10893 0.03132 -0.821 -2.443 -0.190
N 0.21494 2.27573 -0.75762 -1.833 0.091 -3.784
N -0.27514 0.79044 -0.82388 1.873 2.582 2.459
O -0.73684 3.01330 -1.52393 0.307 0.149 1.672
O -1.09339 0.41713 -1.58582 0.459 0.182 0.535
H -0.95195 -1.51664 1.90221 2.170 -0.172 0.205
H -0.01417 -2.86774 1.54361 -0.015 -3.877 -0.237
H 0.93103 -1.59861 2.05744 2.191 0.956 2.320
H 1.27977 -1.82797 -0.18325 -2.331 0.673 -0.684
H -0.63992 -1.48137 -0.41900 -1.194 -1.384 -1.596
H 1.32724 0.37426 0.41696 -0.183 1.525 -0.333
H 0.09482 2.82369 0.10746 -0.256 -1.332 0.544
H -0.90682 2.73478 -2.43122 0.956 -0.660 -0.275
```
Forces are in eV/Å.

Results
Net charge   +1
Energy above the lowest of the compared OMol25 structures with the same formula, charge and spin   190.65 kcal per mole
LUMO   -0.208 hartree

Results of the natural (NBO) charge analysis, in e, for atoms 1 through 6: atom 1 (C): -0.591, atom 2 (C): -0.237, atom 3 (N): -0.309, atom 4 (N): -0.167, atom 5 (N): 0.515, atom 6 (O): -0.535